[1]
{
  "formula": "C35H40HgN9O3S2",
  "method": "ωB97M-V with the def2-TZVPD basis set",
  "orbital_gap_ev": [4.999, 8.522],
  "de_lowest_kcal_mol": 32.9,
  "total_charge": 0,
  "e_tot_ev": -82341.0805,
  "homo_ev": [-4.4873, -7.8961],
  "spin_multiplicity": 2,
  "species": ["H", "C", "H", "N", "H", "H", "H", "H", "H", "Hg", "C", "C", "C", "C", "C", "C", "O", "C", "N", "C", "H", "H", "H", "C", "N", "O", "H", "S", "H", "C", "H", "H", "H", "N", "C", "C", "H", "C", "C", "C", "N", "H", "H", "C", "H", "C", "C", "C", "H", "C", "N", "H", "H", "C", "C", "N", "H", "H", "H", "H", "H", "H", "C", "C", "C", "H", "H", "H", "H", "H", "H", "C", "C", "O", "N", "C", "H", "N", "H", "C", "C", "C", "H", "C", "S", "C", "C", "H", "H", "H"],
  "xyz": [[-6.33020, 3.38130, -3.33970], [-2.49930, 3.61810, -3.02150], [6.35620, -1.01610, 1.07080], [-0.78120, -0.54220, 2.43610], [5.03640, -2.88960, 2.02980], [-0.80620, 3.71310, 1.75140], [-1.04050, 1.59380, -4.54980], [-2.93740, 1.79820, 2.23500], [-0.87560, -0.15760, -4.22750], [0.18200, -0.04010, -0.16370], [1.21780, 0.49240, 3.46510], [5.52130, 0.49060, -0.16460], [-0.13160, -2.31170, -1.89950], [3.08410, 0.45650, -0.44470], [4.39210, 2.12680, -1.62370], [-3.55970, -5.76910, -1.61020], [-2.87270, -1.71550, -2.90880], [5.45880, -0.60620, 0.63030], [1.91970, 1.01380, -0.92250], [-1.55190, 0.68940, -4.23780], [-4.00590, -7.64520, 1.04780], [-3.69810, -6.52940, -2.36480], [-3.06980, -4.20390, -3.00420], [2.00420, 2.05300, -1.74720], [1.38340, 1.15870, 2.19110], [-1.02880, 1.48090, -1.78520], [-5.20670, 5.56450, -3.54310], [-2.59900, -1.85490, -1.49530], [1.30420, 3.15030, 2.93630], [0.95010, 2.53460, 2.08970], [1.05970, 2.44110, -2.10560], [-3.06970, 0.96190, 0.67440], [5.33910, 2.56960, -1.89360], [-4.14530, -7.37020, 0.08930], [1.81510, -3.72140, -3.10100], [-4.62280, 4.67170, -3.37070], [-0.60890, -1.53700, 2.38960], [-3.24670, -3.81870, 0.33270], [-3.74580, -6.10130, -0.26440], [2.89510, -3.04660, 1.79930], [1.80520, -1.28610, 0.60620], [0.23240, -5.17170, -3.35050], [-1.33550, 2.20260, 0.17990], [-4.50940, 2.29580, -3.04690], [-3.15330, -3.03780, 1.07250], [-2.18320, -0.25990, 2.19070], [0.51760, -4.19440, -2.97750], [3.02420, -0.70190, 0.35520], [1.49420, 1.13980, 4.31880], [-5.25490, 3.44210, -3.26760], [1.08330, -1.74230, -2.03140], [3.19740, 3.45250, -2.83930], [0.80210, -2.89320, 1.38390], [-3.04280, -3.51790, -1.00060], [-2.41720, 1.12970, 1.53410], [-1.17720, 1.73850, 1.06800], [-0.99590, 2.49560, 3.00340], [1.88530, -0.37300, 3.45760], [-1.42770, 3.65950, -2.89050], [-2.75720, 5.72400, -3.31330], [1.37490, 2.92430, 1.16250], [2.99480, -1.94580, -2.70410], [-3.13410, 2.39220, -2.93220], [-3.21290, -4.48520, -1.97400], [-0.22790, -0.00470, 3.66850], [-2.79050, -0.33880, 3.10550], [2.80130, -3.96830, 2.34970], [2.60100, -4.30040, -3.55790], [-3.76430, -5.34170, 1.74320], [-2.53590, -0.99340, 1.46730], [2.34760, 1.08770, 1.89370], [4.14320, -2.44310, 1.61910], [1.77820, -2.43480, 1.27370], [-3.32250, -0.93920, -0.63680], [-1.01880, -1.60080, -1.19290], [2.03170, -2.43810, -2.61620], [-4.97490, 1.32740, -2.94650], [-0.45190, -3.51200, -2.40010], [-2.40400, 0.47520, -4.87110], [3.19660, 2.62510, -2.14640], [4.35050, 1.04110, -0.75590], [-3.24510, 4.76180, -3.24770], [-0.22180, -0.74900, 4.47930], [4.22420, -1.26670, 0.88240], [-2.17790, 0.89150, -2.52900], [-0.57690, 2.67210, 2.01380], [-3.59530, -5.10350, 0.70260], [-3.99810, -8.09530, -0.59340], [6.46930, 0.97020, -0.36240], [-0.85790, 0.81920, 4.00320]]
}

[2]
{
  "formula": "C35H41BCl3KN9OS",
  "method": "ωB97M-V with the def2-TZVPD basis set",
  "orbital_gap_ev": 8.052,
  "de_lowest_kcal_mol": 24.0,
  "total_charge": -1,
  "e_tot_ev": -117827.7956,
  "homo_ev": -6.0039,
  "species": ["C", "C", "C", "N", "H", "H", "N", "H", "H", "C", "H", "H", "H", "H", "C", "H", "C", "C", "H", "S", "C", "H", "H", "H", "H", "C", "H", "C", "C", "C", "C", "H", "C", "H", "C", "C", "K", "H", "N", "H", "C", "H", "C", "H", "C", "H", "C", "C", "Cl", "H", "N", "N", "H", "C", "H", "H", "H", "C", "C", "C", "H", "C", "H", "H", "H", "H", "C", "H", "Cl", "C", "Cl", "H", "N", "H", "H", "C", "C", "H", "C", "C", "H", "N", "C", "O", "C", "C", "B", "N", "H", "H", "H", "N"],
  "xyz": [[1.20868, -1.05338, -5.19610], [0.38575, 2.97306, 3.74227], [-0.42845, 4.85953, 2.95531], [-3.49610, 3.08657, 1.84097], [-3.21087, -0.72415, 3.06521], [-0.42194, -3.59527, -3.68082], [3.83723, -0.72118, -0.57309], [-1.24408, 2.09860, -3.86733], [-0.02511, 0.46219, -1.59413], [0.01984, 0.92728, -2.58157], [3.27690, 1.35654, 4.66832], [-3.46566, -0.99807, 1.34318], [1.23119, 4.93597, 4.40972], [4.03033, -3.65069, -0.02778], [-4.74014, 1.37123, 2.18838], [-4.26656, -2.03901, 2.52298], [-2.46607, 0.65591, -2.84273], [1.55586, -2.92340, -3.19742], [3.04669, 3.03471, 4.13882], [3.26168, -7.79939, -1.59109], [2.39386, -1.11396, -4.48044], [-6.64496, 2.52324, 2.44190], [1.07545, -7.90229, -0.52303], [0.20527, 0.14508, -3.32051], [1.09569, -0.33186, -5.99240], [-6.14525, -0.44303, 1.23545], [1.08946, -0.13253, 5.07092], [-1.68352, 4.72894, -0.90324], [-3.95197, -1.01508, 2.31979], [-1.44328, 4.15417, -2.13498], [3.93583, -6.21148, -1.63236], [4.69023, -2.20317, -3.51249], [1.91978, -5.87712, -0.56778], [3.70518, -0.69779, 2.66426], [1.19510, 1.95525, 4.49664], [4.39557, -1.12356, 0.61658], [-1.16529, 0.74925, 1.18801], [-2.65624, 5.12091, 1.55093], [-1.88187, 3.74051, -0.01146], [-4.95371, 4.62028, 1.97858], [0.63866, 0.54070, 4.33963], [0.85576, 0.15721, 3.33989], [2.75384, 0.03382, -0.25108], [5.28271, -1.73261, 0.66030], [-5.58424, 2.49980, 2.25381], [-0.68107, 5.87278, 2.69000], [-4.74352, 3.56472, 2.02512], [2.66127, 2.01740, 4.05184], [-1.29519, -1.87187, -5.77785], [-1.71811, 5.76499, -0.60956], [-3.49398, 1.74344, 1.93857], [2.59004, 0.14274, 1.03952], [-2.29468, -0.15291, -3.55698], [-1.51389, 2.77043, -1.89196], [1.14950, -5.30803, -0.06042], [-2.56407, 0.22696, -1.84482], [-7.00502, 0.22861, 1.23185], [-0.61081, -1.73412, 0.67857], [0.36537, -2.88860, -3.90259], [1.86073, -7.21110, -0.78383], [1.15316, 2.23943, 5.55431], [-5.14915, -0.06801, 2.33908], [2.48540, -3.24174, -0.76256], [-0.44276, 0.53230, 4.48183], [-5.66211, -0.16953, 3.30216], [2.73941, 1.70791, 3.00996], [0.19318, -1.94043, -4.89401], [-5.65884, -0.37399, 0.26014], [3.66289, -0.05375, -5.03253], [4.37398, -0.90980, -1.90055], [5.50895, -6.01152, -2.29353], [1.67328, -3.68735, -2.44394], [-0.46725, -2.88657, 0.77018], [4.13080, -0.01564, -2.46495], [-6.50664, -1.46536, 1.36959], [3.11623, -5.27498, -1.06496], [3.59905, -0.60493, 1.59579], [-3.40433, 1.15158, -3.09718], [2.59340, -2.02773, -3.44078], [3.41287, -3.79831, -0.91798], [5.45810, -0.98087, -1.81549], [-1.77643, 2.54276, -0.61149], [-1.30261, 1.64991, -2.87115], [4.13206, -3.36849, -2.06741], [0.53153, 4.37379, 3.81317], [3.93253, -2.14683, -2.72385], [-2.29551, 3.97487, 1.47160], [-1.09541, 3.81133, 2.43236], [2.13394, 0.50644, -0.99852], [-1.25057, 4.64290, -3.07601], [0.85603, 1.63092, -2.60665], [-0.59301, 2.65452, 2.90587]]
}